Computed, not measured: a gas-phase ion, C6H8NS2 (charge +1), with wB97M-V/def2-TZVPD.

Positions of all 17 atoms, in Å:
C (-0.65, -2.10, -0.19)
C (-0.26, 0.05, -0.01)
C (-1.61, 0.01, 0.01)
C (0.28, 1.39, 0.34)
C (-0.84, 2.46, 0.23)
C (1.66, -1.50, -0.21)
N (0.28, -1.16, -0.04)
S (-2.27, -1.51, -0.24)
S (-2.46, 1.56, -0.07)
H (-0.46, -3.21, 0.02)
H (0.69, 1.40, 1.34)
H (1.20, 1.57, -0.40)
H (-0.84, 3.08, 1.14)
H (-0.71, 2.94, -0.76)
H (2.38, -0.72, 0.10)
H (1.84, -2.55, 0.14)
H (1.77, -1.70, -1.40)

For the total energy, the calculation gives -29504.37916 eV. The total charge is +1. The value obtained for the highest occupied orbital energy is -0.4535 hartree. The HOMO-LUMO gap comes out at 7.89 eV. The LUMO energy comes out at -4.4 eV. The value obtained for the energy above the lowest of the compared OMol25 structures with the same formula, charge and spin is 4.7 kcal per mole.

=====

Computed, not measured: a molecular structure, C7H9Cl3F2NO8Pd, with wB97M-V/def2-TZVPD.

Positions of all 31 atoms, in Å:
Pd (-2.58, 0.03, 1.17)
Cl (-2.02, -0.32, 3.59)
Cl (-3.91, 2.04, 1.17)
Cl (-3.95, -1.97, 0.77)
C (-2.07, 1.96, -2.28)
N (-2.59, 0.57, -2.22)
O (-3.48, 0.28, -3.00)
O (-2.17, -0.15, -1.35)
H (-2.76, 2.55, -1.69)
H (-2.04, 2.30, -3.31)
H (-1.10, 1.97, -1.79)
C (1.06, -4.47, 1.26)
C (2.08, -3.50, 0.71)
O (1.28, -2.49, 0.20)
C (0.10, -2.47, 0.91)
O (-0.67, -1.60, 0.89)
O (0.01, -3.60, 1.67)
F (2.78, -4.07, -0.33)
H (1.36, -5.14, 2.06)
H (0.72, -5.08, 0.42)
H (2.82, -3.13, 1.41)
C (1.86, 3.61, -0.06)
C (2.51, 2.30, -0.47)
O (1.49, 1.36, -0.31)
C (0.49, 1.90, 0.48)
O (-0.47, 1.31, 0.81)
O (0.78, 3.18, 0.78)
F (3.56, 2.00, 0.37)
H (1.47, 4.15, -0.92)
H (2.54, 4.23, 0.51)
H (2.90, 2.27, -1.48)

For the total energy, the calculation gives -71757.60293 eV. The total charge is -1. The value obtained for the highest occupied orbital energy (alpha / beta) is -0.1753 / -0.1864 hartree. The HOMO-LUMO gap (alpha / beta) comes out at 6.87 / 7.17 eV. The LUMO energy (alpha / beta) comes out at 2.1 / 2.1 eV. Its multiplicity is 3. The value obtained for the energy above the lowest of the compared OMol25 structures with the same formula, charge and spin is 0.0 kcal per mole.

=====

Computed, not measured: a single C4H9NO2 molecule, with wB97M-V/def2-TZVPD.

Positions of all 16 atoms, in Å:
C (0.27, 0.13, 0.33)
C (0.64, 0.62, -2.02)
N (0.51, 1.46, 0.75)
C (-0.93, -0.54, 1.26)
C (-1.84, -1.45, 0.92)
O (-0.23, -0.04, -0.93)
O (1.43, -0.60, 0.56)
H (1.16, -1.52, 0.40)
H (1.13, 1.93, 0.12)
H (0.91, 1.45, 1.68)
H (-0.96, -0.13, 2.27)
H (0.34, 1.67, -2.08)
H (0.40, 0.09, -2.95)
H (1.71, 0.53, -1.82)
H (-2.62, -1.76, 1.61)
H (-1.91, -1.83, -0.10)

For the total energy, the calculation gives -9877.49348 eV. The SMILES is C=C[C@@](N)(O)OC. The value obtained for the highest occupied orbital energy is -0.3577 hartree. The HOMO-LUMO gap comes out at 10.66 eV. The LUMO energy comes out at 0.9 eV. The value obtained for the energy above the lowest of the compared OMol25 structures with the same formula, charge and spin is 59.2 kcal per mole.

=====

Computed, not measured: 4 unconnected molecules or ions with the total composition C16H24N5O2, with wB97M-V/def2-TZVPD.

Positions of all 47 atoms, in Å:
N (5.71, 1.31, -0.42)
N (6.05, 2.67, -0.70)
C (4.91, 3.55, -0.87)
C (3.57, 2.93, -1.27)
C (2.74, 2.48, -0.04)
C (1.87, 1.30, -0.36)
O (1.84, 0.26, 0.28)
O (1.08, 1.43, -1.45)
H (5.28, 0.82, -1.20)
H (5.17, 1.15, 0.43)
H (4.69, 4.18, 0.03)
H (5.16, 4.27, -1.67)
H (2.99, 3.70, -1.80)
H (3.69, 2.11, -1.98)
H (3.39, 2.24, 0.78)
H (2.08, 3.30, 0.25)
H (1.33, 2.24, -1.91)
N (1.73, -2.24, -1.50)
C (1.87, -3.59, -1.36)
C (2.51, -4.07, -2.47)
C (2.77, -2.96, -3.32)
C (2.28, -1.84, -2.69)
H (1.31, -1.62, -0.83)
H (1.51, -4.09, -0.48)
H (2.77, -5.10, -2.65)
H (3.27, -2.97, -4.27)
H (2.27, -0.81, -2.98)
N (-0.61, 0.07, 1.94)
C (-1.00, 0.84, 3.00)
C (-2.23, 0.40, 3.42)
C (-2.59, -0.68, 2.57)
C (-1.58, -0.85, 1.67)
H (0.25, 0.18, 1.43)
H (-0.37, 1.63, 3.37)
H (-2.79, 0.80, 4.24)
H (-3.50, -1.27, 2.62)
H (-1.46, -1.56, 0.86)
N (-6.34, -1.04, 1.97)
C (-5.77, -0.46, 0.87)
C (-6.62, -0.65, -0.19)
C (-7.75, -1.37, 0.30)
C (-7.54, -1.59, 1.64)
H (-5.93, -1.05, 2.88)
H (-4.82, 0.03, 0.93)
H (-6.46, -0.31, -1.20)
H (-8.61, -1.69, -0.26)
H (-8.14, -2.10, 2.37)

For the total energy, the calculation gives -28524.63816 eV. The total charge is -1. The value obtained for the highest occupied orbital energy is -0.0641 hartree. The HOMO-LUMO gap comes out at 4.10 eV. The LUMO energy comes out at 2.4 eV. The value obtained for the energy above the lowest of the compared OMol25 structures with the same formula, charge and spin is 4.7 kcal per mole.